Molecular formula: C2H5NSi
Method: DFT, ωB97M-V with the def2-TZVPD basis set

Its highest occupied orbital energy is -8.41 eV. For the gap between HOMO and LUMO, the calculation gives 8.63 eV. The total energy comes out at -423.31842 Ha.

Element x y z (Å)
C 1.44060 0.30892 -0.13214
C 1.90880 1.35933 0.13349
N -1.52143 -1.02768 -0.49374
Si -1.09591 -1.09523 1.19038
H 0.88750 -0.36804 -0.69678
H -1.69828 -1.84537 -0.98884
H -1.48859 -0.01948 -0.87241
H 2.55786 2.14323 0.51267
H -0.99055 0.54431 1.34738

In elementary charge units, the Mulliken charges are:
1 C -0.592
2 C -0.321
3 N -0.488
4 Si 0.039
5 H 0.552
6 H 0.220
7 H 0.300
8 H 0.379
9 H -0.090

=====

Molecular formula: C4H11N2
Method: DFT, ωB97M-V with the def2-TZVPD basis set

Its highest occupied orbital energy is -15.25 eV. For the gap between HOMO and LUMO, the calculation gives 10.07 eV. The net charge is +1. The total energy comes out at -268.19764 Ha.

Element x y z (Å)
C -2.45060 -0.23308 -0.68123
C -1.08801 -0.99196 -0.58604
C -0.12705 -0.28123 0.48505
N 1.38342 -0.68216 0.53011
C 2.13465 0.38425 0.71023
N 1.97758 1.57382 0.26957
H -2.17318 0.78480 -0.92984
H -2.90538 -0.23972 0.32552
H -3.15139 -0.68125 -1.37895
H -1.10723 -2.11348 -0.44008
H -0.56059 -0.82160 -1.53490
H -0.12698 0.77270 0.30167
H -0.49909 -0.45843 1.49743
H 1.51807 -1.41045 -0.12626
H 3.09014 0.08229 1.13821
H 2.90627 2.11738 -0.04423
H 1.17938 2.19811 0.46373

In elementary charge units, the Mulliken charges are:
1 C -1.126
2 C -0.470
3 C -0.444
4 N -0.200
5 C 0.093
6 N -0.383
7 H 0.330
8 H 0.288
9 H 0.356
10 H 0.355
11 H 0.362
12 H 0.177
13 H 0.310
14 H 0.330
15 H 0.417
16 H 0.318
17 H 0.286

=====

Molecular formula: C14H17Br12F3N2O
Method: DFT, ωB97M-V with the def2-TZVPD basis set

Its highest occupied orbital energy is -8.73 eV. For the gap between HOMO and LUMO, the calculation gives 7.54 eV. The total energy comes out at -31915.88884 Ha.

Element x y z (Å)
N -3.54852 0.49805 -2.94870
C -2.24169 0.54423 -2.78538
C -1.66291 1.81823 -1.97052
C -2.13515 1.82046 -0.43948
C -2.13362 0.35929 0.21082
C -0.54901 0.26400 0.50418
C 0.06661 -1.12969 0.99126
C -0.37775 -2.24132 -0.11238
C -1.64852 -3.07538 0.32554
F -2.01726 -4.17332 -0.51756
C -2.46254 -2.85046 1.47364
F -3.74836 -2.29466 1.31001
F -2.03106 -3.21171 2.75823
N -0.36427 1.48654 1.35945
C -1.16605 2.53497 0.65879
O -1.08237 3.74390 0.95494
H -3.99002 1.32618 -2.51369
H -1.58125 -0.29222 -3.18454
H -1.93834 2.74791 -2.56111
H -0.51300 1.72070 -2.04538
H -3.09896 2.42056 -0.47733
H -2.65023 -0.50451 -0.31101
H -2.53796 0.55089 1.27042
H 0.12451 0.52234 -0.38904
H -0.24572 -1.43007 2.04296
H 1.20180 -1.04213 0.86463
H -0.63477 -1.70002 -1.09071
H 0.53391 -2.90521 -0.28339
H -0.68593 1.31651 2.33214
C -4.86271 -4.07086 -2.67623
Br -3.83076 -2.45727 -2.37636
Br -6.68476 -3.88740 -2.03907
Br -4.80068 -4.62981 -4.53189
H -4.39818 -4.86118 -2.08978
C 3.00369 1.20533 4.18598
Br 4.06071 2.80447 4.48011
Br 1.18876 1.41149 4.83943
Br 3.04322 0.64310 2.32957
H 3.46268 0.40964 4.76897
C 7.53253 0.80799 1.56918
Br 8.53739 0.89477 3.22497
Br 6.53936 -0.85221 1.41560
Br 6.39089 2.35862 1.33686
H 8.25595 0.82158 0.75676
C 3.20094 2.61704 -2.10532
Br 2.95741 2.42991 -4.02018
Br 1.50832 2.85302 -1.18843
Br 4.23379 1.15336 -1.36188
H 3.77988 3.52435 -1.94506

In elementary charge units, the Mulliken charges are:
1 N -0.537
2 C -0.298
3 C -0.247
4 C 0.621
5 C -0.375
6 C 0.049
7 C -0.394
8 C -0.351
9 C 0.351
10 F -0.329
11 C 0.196
12 F -0.195
13 F -0.220
14 N 0.188
15 C -0.390
16 O -0.598
17 H 0.256
18 H 0.389
19 H 0.449
20 H -0.291
21 H 0.467
22 H 0.012
23 H 0.243
24 H -0.334
25 H 0.326
26 H 0.076
27 H 0.016
28 H 0.526
29 H 0.278
30 C -0.341
31 Br 0.149
32 Br -0.027
33 Br -0.041
34 H 0.277
35 C -0.357
36 Br -0.035
37 Br -0.073
38 Br 0.137
39 H 0.392
40 C -0.262
41 Br -0.032
42 Br -0.056
43 Br -0.029
44 H 0.349
45 C -0.338
46 Br -0.041
47 Br 0.088
48 Br -0.003
49 H 0.360

=====

Molecular formula: F2NOP
Method: DFT, ωB97M-V with the def2-TZVPD basis set

Its highest occupied orbital energy (alpha / beta) is -10.96 / -10.78 eV. For the gap between HOMO and LUMO (alpha / beta), the calculation gives 7.77 / 8.04 eV. The total energy comes out at -670.95278 Ha.

Element x y z (Å)
N -0.11723 0.97237 -0.03134
O -0.68899 1.88853 0.48998
F 0.78935 -0.80251 -1.31798
F -0.81200 -1.76466 0.66652
P 0.82888 -0.29372 0.19282

In elementary charge units, the Mulliken charges are:
1 N 0.387
2 O -0.295
3 F -0.183
4 F -0.528
5 P 0.619